18
Properties=species:S:1:pos:R:3 method="wB97M-V/def2-TZVPD" homo_lumo_gap_ev=8.6 e_homo_ev=-9.4 e_tot_ev=-9802.5165 e_above_lowest_kj_mol=529.2 mol_weight_g_mol=105.14 lumo_ev=-0.77 charge=0
C 1.339 -2.682 -0.286
C 0.994 -1.186 -0.487
N 0.386 -0.537 0.659
C -0.168 0.724 0.195
N -1.217 0.536 -1.061
N 0.360 1.868 0.452
H 0.562 -3.129 0.306
H 1.346 -3.198 -1.253
H 2.231 -2.790 0.326
H 0.260 -1.243 -1.280
H 1.886 -0.730 -0.943
H 1.046 -0.136 1.322
H -1.506 1.510 -1.146
H -1.986 -0.052 -0.753
H -1.000 1.247 0.820
H -1.576 3.577 1.743
H -1.079 2.864 0.531
O -1.879 3.357 0.853

***

48
Properties=species:S:1:pos:R:3 method="wB97M-V/def2-TZVPD" multiplicity=6 homo_lumo_gap_ev="3.7 / 3.1" e_homo_ev="-5.5 / -5.3" e_tot_ev=-74694.9916 e_above_lowest_kj_mol=303.8 s_squared=9.0618 mol_weight_g_mol=420.35 lumo_ev="-1.78 / -2.17" charge=0
O 4.593 -1.930 -1.145
H 4.379 -1.162 -0.573
Mn 0.145 0.243 0.138
N 0.363 -1.019 -1.306
N 0.789 1.470 -1.216
N -0.759 -0.925 1.496
N -0.536 1.670 1.376
O -0.326 -2.217 -1.545
O -0.893 -2.327 1.503
O -0.359 3.064 1.307
O 0.915 2.866 -1.181
C 1.457 0.791 -2.283
C 1.200 -0.537 -2.353
C -1.391 -0.290 2.411
C -1.263 1.234 2.340
C 1.710 -1.540 -3.380
H 2.230 -2.341 -2.851
H 2.416 -1.109 -4.085
H 0.881 -1.974 -3.937
C 2.352 1.605 -3.211
H 3.152 2.057 -2.624
H 1.780 2.396 -3.693
H 2.821 1.001 -3.985
C -2.252 -0.913 3.516
C -1.966 2.089 3.400
H -2.018 -1.965 3.676
H -3.309 -0.849 3.258
H -2.098 -0.419 4.474
H -2.095 3.122 3.078
H -1.388 2.104 4.324
H -2.965 1.716 3.624
H -0.077 -2.588 1.015
H 0.257 3.143 0.562
C 1.957 0.361 1.000
H 2.948 0.072 1.351
H 1.447 0.273 1.955
H 2.099 1.429 0.848
O 2.069 -4.153 0.732
H 2.878 -3.879 0.129
H 1.841 -3.224 1.047
S -3.747 1.390 -1.842
C -3.854 -0.219 -1.384
C -2.657 -0.574 -0.779
N -1.725 0.421 -0.712
C -2.185 1.574 -1.256
H -4.707 -0.868 -1.528
H -2.487 -1.566 -0.392
H -1.624 2.494 -1.298